one | DFT (ωB97M-V/def2-TZVPD) results for the ion C2H4N3S with charge +1.

Results
- Molar mass: 102.14 Da
- Gap between HOMO and LUMO: 8.20 eV
- Lowest unoccupied orbital energy: -0.194 hartree

Structure (ORCA input):
```
! wB97M-V def2-TZVPD RIJCOSX def2/J DEFGRID3
* xyz 1 1
N -0.78022 0.92396 -0.49344
C -0.47285 1.03441 -1.68380
C 0.66853 -1.36241 -1.42470
N -0.36026 0.22619 1.60964
H 0.47760 0.76708 1.81491
H -0.80813 1.85062 -2.29933
H 1.18725 -2.28944 -1.60663
H -0.74220 -0.38850 2.31892
N -0.92399 0.18496 0.46326
S 0.56035 -0.26458 -2.56610
*
```

two | DFT (ωB97M-V/def2-TZVPD) results for the ion C2H4N3S with charge +1.

Results
- Molar mass: 102.14 Da
- Gap between HOMO and LUMO (spin up / spin down): 7.42 / 7.46 eV
- Lowest unoccupied orbital energy (spin up / spin down): -0.250 / -0.233 hartree

Structure (ORCA input):
```
! wB97M-V def2-TZVPD RIJCOSX def2/J DEFGRID3
* xyz 1 1
N -0.95116 -0.00310 0.33266
H 2.84079 0.28931 0.25334
H -2.29571 1.40384 0.49203
H 1.94590 -1.98787 0.02290
C 1.75359 0.22224 0.11981
H -2.59418 0.28947 -0.81718
S -0.34878 -1.44298 0.07752
N -2.09594 0.51791 0.03669
N 1.08360 1.25131 0.14129
C 1.29058 -1.13358 -0.00390
*
```

The structure with the least stability is one.

one | DFT (ωB97M-V/def2-TZVPD) results for the ion C2H6NO with charge -1.

Results
- Molar mass: 60.08 Da
- Gap between HOMO and LUMO: 6.90 eV
- Lowest unoccupied orbital energy: 0.173 hartree

Structure (ORCA input):
```
! wB97M-V def2-TZVPD RIJCOSX def2/J DEFGRID3
* xyz -1 1
H 1.27384 0.63172 0.46580
H -0.35721 -1.45265 -0.73593
C -0.71178 1.05454 0.04499
H -1.41886 0.45553 -0.59358
H -0.54480 1.95429 -0.66710
H 1.45312 -1.57704 -0.39871
N 0.59963 0.29221 -0.20994
H 0.25685 -1.47527 0.93059
C 0.48549 -1.16631 -0.10863
O -1.03629 1.28299 1.27251
*
```

two | DFT (ωB97M-V/def2-TZVPD) results for a cluster of 2 separate species, C2H6NO in total.

Results
- Molar mass: 60.08 Da
- Gap between HOMO and LUMO: 6.59 eV
- Lowest unoccupied orbital energy: 0.167 hartree

Structure (ORCA input):
```
! wB97M-V def2-TZVPD RIJCOSX def2/J DEFGRID3
* xyz -1 1
H 2.09915 -1.72481 0.17213
N -1.23920 0.08843 0.36595
C 1.85252 -0.69841 -0.06400
H 0.79662 -0.49346 0.30542
H -1.18266 1.89062 -0.59556
H -2.89180 1.30602 -0.32043
C -1.78486 1.10392 -0.25261
O -1.93995 -0.88857 0.84724
H 2.26009 0.08418 0.60568
H 2.03009 -0.66794 -1.06383
*
```

The structure with the least stability is two.

one | DFT (ωB97M-V/def2-TZVPD) results for a cluster of 2 separate species, C4H12O2 in total.

Results
- Molar mass: 92.14 Da
- Gap between HOMO and LUMO: 10.71 eV
- Lowest unoccupied orbital energy: 0.031 hartree

Structure (ORCA input):
```
! wB97M-V def2-TZVPD RIJCOSX def2/J DEFGRID3
* xyz 0 1
H -0.21458 -1.80400 -0.03912
H 2.52336 0.40528 -1.97640
O -0.64862 0.13970 0.81254
H 2.03703 2.18002 0.68242
H -2.61704 -2.52528 0.01403
C -2.30194 -1.48090 0.17706
C 0.97034 1.99100 0.47491
H -2.31579 -0.95392 -0.79181
H 1.07465 0.49561 -2.54007
H 0.36606 2.70060 1.06477
H 1.20106 -0.03785 -0.11883
O 1.94579 0.06583 -2.69712
C -0.88365 -1.28204 0.67177
H -3.02726 -0.99583 0.85177
H -0.79514 -1.78938 1.65167
H 0.78241 2.17459 -0.59633
C 0.69458 0.49521 0.70869
H 1.20874 0.22137 1.65001
*
```

two | DFT (ωB97M-V/def2-TZVPD) results for a cluster of 2 separate species, C4H12O2 in total.

Results
- Molar mass: 92.14 Da
- Gap between HOMO and LUMO: 11.02 eV
- Lowest unoccupied orbital energy: 0.033 hartree

Structure (ORCA input):
```
! wB97M-V def2-TZVPD RIJCOSX def2/J DEFGRID3
* xyz 0 1
H -1.23076 4.34422 3.18286
O 1.52710 -2.06320 3.31431
C 3.43172 -3.35514 3.87638
H 3.02370 -3.43087 4.89833
O -0.83344 3.20010 1.53455
H -1.79824 3.16084 1.36715
H 1.54859 4.63043 1.80905
C 2.20400 -3.21156 2.87518
H 4.09174 -2.47287 3.82555
H 4.03286 -4.25658 3.66987
H 1.27613 3.51969 3.18794
H 2.15656 -1.31255 3.34086
C 0.92008 4.44006 2.69524
C -0.58483 4.35259 2.28389
H 1.47554 -4.03913 2.97482
H -0.92672 5.17899 1.63149
H 2.51596 -3.16371 1.81412
H 1.03718 5.28277 3.39720
*
```

The structure with the least stability is two.

one | DFT (ωB97M-V/def2-TZVPD) results for a cluster of 3 separate species, C4H12O2 in total.

Results
- Molar mass: 92.14 Da
- Gap between HOMO and LUMO: 9.52 eV
- Lowest unoccupied orbital energy: 0.023 hartree

Structure (ORCA input):
```
! wB97M-V def2-TZVPD RIJCOSX def2/J DEFGRID3
* xyz 0 1
H 1.47744 2.25348 -0.13232
H 2.63283 -0.24424 -1.10343
H -0.46777 -1.29702 0.94985
C -0.08147 0.56298 -0.24308
H -1.26064 -0.81958 -1.28502
H 0.45321 0.06395 1.61152
H -2.23642 0.05527 -0.24018
O 3.39214 -0.38949 -1.77530
H -2.25982 -0.96543 3.29365
H -0.01044 2.46595 -1.21286
H 1.21206 -0.99555 0.49943
H -1.52524 0.80877 -1.73356
C 0.55281 1.79136 -0.50490
O -2.73307 -0.93394 2.42829
H -2.91988 -1.79442 2.27544
C -1.32803 0.14379 -0.89481
H 3.25110 -1.02509 -2.52907
C 0.25352 -0.48457 0.70656
*
```

two | DFT (ωB97M-V/def2-TZVPD) results for a cluster of 2 separate species, C4H12O2 in total.

Results
- Molar mass: 92.14 Da
- Gap between HOMO and LUMO: 10.76 eV
- Lowest unoccupied orbital energy: 0.033 hartree

Structure (ORCA input):
```
! wB97M-V def2-TZVPD RIJCOSX def2/J DEFGRID3
* xyz 0 1
O -0.11066 -0.60715 1.07008
H 1.34797 -2.25671 2.77653
H 0.31581 0.95107 -1.03934
H 0.27659 1.01084 -3.56365
H -0.71144 2.25526 -1.54782
H 1.97846 -0.96570 3.73625
H 0.24891 -1.47512 0.86089
H 2.23195 -0.95161 2.00860
H -1.41832 0.71012 -0.99970
H -0.61140 -0.85713 3.00091
C 1.50686 -1.18467 2.77972
C -0.60521 1.17136 -1.55131
C 0.23068 -0.43642 2.47724
C -0.51684 0.60931 -2.92686
O -1.68133 0.80947 -3.71264
H -0.34564 -0.47297 -2.82532
H -2.44662 1.06205 -3.17255
H 0.31021 0.62797 2.62899
*
```

The structure with the least stability is one.

one | DFT (ωB97M-V/def2-TZVPD) results for an isolated molecule of C24H29N3O4S.

Results
- Molar mass: 455.58 Da
- Gap between HOMO and LUMO: 8.14 eV
- Lowest unoccupied orbital energy: 0.021 hartree

Structure (ORCA input):
```
! wB97M-V def2-TZVPD RIJCOSX def2/J DEFGRID3
* xyz 0 1
C 1.49742 2.55525 -2.11232
C -0.24237 2.01476 -0.51751
H 0.89401 3.64053 -3.87079
C 0.83791 -4.87621 2.08730
H -3.05933 3.52762 -6.60473
O -0.10058 1.18392 2.52324
C 0.38453 -5.22115 0.80851
H -0.53280 1.56659 0.41998
C 0.89594 0.53157 2.79791
H 2.54113 2.49221 -2.37571
O 1.77762 -0.14553 0.46717
C 1.08310 1.98319 -0.92604
C -0.41955 -1.47274 2.86105
H 0.15793 -6.74944 -0.65556
H 2.62758 -1.27053 4.06702
C 2.33671 2.17237 1.67529
H 3.26691 2.73022 1.63911
H 1.05900 -3.07663 4.58598
C 1.09652 -7.49808 1.11504
N 0.68091 -3.60251 2.58329
H -3.78323 5.26423 -4.18798
H -2.86008 3.30420 -0.21550
C 0.58550 3.19041 -2.94304
H -3.38136 4.65063 -2.05744
C 1.41581 -5.88503 2.86853
H 1.74792 -5.67048 3.87287
H 1.99700 -7.92806 3.00815
H -1.10994 -0.75626 2.41347
H -3.12689 1.84019 -1.15742
H -0.05307 -4.47220 0.16842
C 2.25883 1.21700 2.84986
C -1.14955 2.64201 -1.33942
H -4.66327 4.18149 -6.25974
N 0.82151 -0.77101 3.13338
H -1.08335 -3.09303 1.60888
C 1.55139 -3.06556 3.60192
C -0.14010 -2.62394 1.90316
N -1.83424 3.80120 -3.19582
C -3.73964 3.82452 -5.81049
C -0.74254 3.22897 -2.54322
H 1.19748 -8.50524 0.74054
C 1.98037 -1.63650 3.26431
H -0.85304 -1.84567 3.79467
O -0.74256 4.58452 -5.01417
C -1.78019 4.44177 -4.40266
C -3.03659 3.66054 -2.37341
H -3.96517 2.94626 -5.20931
H 0.35379 -2.21334 1.00974
C -3.10082 4.93111 -4.96845
H 2.33145 1.76697 3.79223
H 3.07733 0.50563 2.78473
H -2.87212 5.77757 -5.61782
C 0.51243 -6.51292 0.33761
H 1.47887 2.83920 1.65591
S 2.27340 1.17055 0.13346
H -3.83398 3.18179 -2.94503
H 2.45473 -3.67634 3.66948
H 2.53791 -1.64543 2.31928
O 3.57419 1.22498 -0.48170
C 1.54655 -7.17047 2.38261
C -2.62731 2.81030 -1.15883
*
```

two | DFT (ωB97M-V/def2-TZVPD) results for an isolated molecule of C24H29N3O4S.

Results
- Molar mass: 455.58 Da
- Gap between HOMO and LUMO: 9.06 eV
- Lowest unoccupied orbital energy: 0.011 hartree

Structure (ORCA input):
```
! wB97M-V def2-TZVPD RIJCOSX def2/J DEFGRID3
* xyz 0 1
O 1.60148 -0.46497 -0.47581
C 3.06400 1.10361 0.54936
C 2.95072 2.51223 -1.98633
N -1.96462 -1.85512 -1.09678
C -0.06676 -2.67714 -2.44903
H 0.81586 0.22714 1.10221
H -2.78714 -2.72220 0.55845
H 2.49163 2.09855 3.73980
H -2.15775 -2.74273 -2.99286
O -4.48872 -1.32044 -0.97147
H 0.29843 2.57660 -2.95514
H 3.10400 2.72889 -4.13399
C -3.82675 -0.24744 1.73407
H -4.26910 0.16289 3.78956
C 2.30698 0.53801 -0.60620
N 2.37707 1.19242 -1.77382
C 4.37807 2.22709 2.72548
C 5.07780 1.94908 1.56231
C 0.04301 -4.39458 -0.53212
H 2.20483 4.03855 -3.35988
C 4.41874 1.39711 0.47856
O 0.20721 2.07041 3.59713
C -2.85729 -0.17935 0.75296
N 1.05079 0.90179 1.82616
H -0.16981 -2.49253 0.46012
C -1.27966 0.74729 2.29536
H 0.67732 0.22628 -2.51910
C -0.74716 -3.40885 0.33385
C 2.37834 1.31175 1.76059
H -2.00537 1.05277 4.27232
S -3.17919 -0.72884 -0.92405
H 6.13295 2.16633 1.49646
C -2.10778 -3.01381 -0.24591
H -1.48382 -1.10229 -2.92002
H 0.80301 -4.64431 -2.51291
H 0.58357 -2.10066 -1.79224
H -0.90977 0.36303 0.17970
C -1.47512 -2.08108 -2.43626
O -2.89256 0.35024 -1.82640
H 4.04177 2.47303 -2.00226
C -2.25948 0.69445 3.28578
H 1.08924 -4.33789 -0.22566
H 4.88463 2.67860 3.56499
H -0.88870 -3.85129 1.32157
H -0.94948 -4.63111 -2.43793
H 0.31033 -2.58817 -3.47029
H 2.64610 3.18367 -1.17695
C -1.59655 0.31582 1.01031
H -0.30089 -5.41185 -0.32989
H 4.96662 1.16810 -0.42339
C 1.12541 2.13633 -3.51274
C -0.05092 -4.15159 -2.04257
C 3.03828 1.90547 2.83184
H -2.56885 -3.85001 -0.78577
H 0.82811 2.03262 -4.55319
H -4.79815 -0.64193 1.47966
C 2.39515 2.96792 -3.34046
H 2.09510 0.19001 -3.59092
C 0.05933 1.31590 2.65741
C -3.52208 0.19994 3.01143
C 1.52408 0.80612 -2.88752
*
```

The structure with the least stability is one.